C2H6NO3Si | ωB97M-V/def2-TZVPD

Computed properties:
- Kohn-Sham gap: 5.9 eV
- Max |F|: 3.69 eV/A
- 2S+1: 1
- Energy above the lowest of the compared OMol25 structures with the same formula, charge and spin: 55.1 kcal per mole
- Net charge: -1
- Energy: -649.7259 a.u.

Cartesian coordinates (Å):
C: 3.095138 -0.006636 -1.282810
C: 0.266448 -0.738985 -1.429011
N: 1.171873 -1.389776 -0.562290
O: 2.665531 1.068923 -1.363540
O: 3.844946 -0.854686 -1.423623
O: 0.745813 -1.106314 0.765055
Si: 0.136380 0.301935 1.333599
H: 0.632409 -0.899315 -2.437590
H: -0.731681 -1.052176 -1.461671
H: 0.481167 0.399269 -1.233872
H: -1.345167 0.523082 0.795152
H: 0.985162 1.428452 1.355394
H: 0.162852 -0.041406 2.807718

Cartesian forces (eV/Å) of the 3 atoms listed first:
C -1.693 0.384 0.131
C 2.861 2.045 0.054
N 1.324 -0.696 -1.282


C14H44O8 | ωB97M-V/def2-TZVPD

Computed properties:
- Kohn-Sham gap: 2.0 eV
- Max |F|: 3.28 eV/A
- 2S+1: 1
- Energy above the lowest of the compared OMol25 structures with the same formula, charge and spin: 348.9 kcal per mole
- Energy: -1161.1260 a.u.

Cartesian coordinates (Å):
O: 0.046367 1.681945 1.843325
H: -0.848334 1.337947 1.790762
H: 0.687807 1.127774 1.392709
H: 0.263536 1.841668 2.764694
O: -7.222592 2.334630 4.246867
H: -6.495995 1.938869 3.759987
H: -7.026827 2.275021 5.184808
H: -7.528956 3.218207 4.030003
C: -5.249559 -0.619570 -0.537173
O: -4.578739 -0.131511 0.594328
H: -4.547802 -0.669274 -1.369738
H: -5.653548 -1.619396 -0.378342
H: -5.941032 0.143094 -0.895380
C: 1.437929 4.089568 7.213876
O: 0.708875 2.998200 6.807585
H: 1.907423 3.963422 8.189463
H: 2.284994 4.403020 6.603673
H: 0.886379 4.996245 7.462531
C: 0.443072 5.737628 -6.225978
C: 0.956154 6.344941 -4.853953
C: -0.206703 6.120862 -3.834094
O: 2.143898 5.623247 -4.486508
H: 1.162150 5.720916 -7.044964
H: -0.340713 6.426473 -6.541069
H: -0.084886 4.785619 -6.170958
H: 1.140928 7.408153 -5.007354
H: -0.798226 7.020959 -3.666664
H: 0.380060 5.882918 -2.946859
H: -0.910783 5.313053 -4.033647
H: 2.579290 6.114779 -3.786195
C: 6.156009 -1.601913 0.186536
C: 5.385671 -0.688911 1.189732
C: 5.438473 0.809782 0.919126
O: 4.123900 -1.217931 1.055640
H: 5.941132 -1.577898 -0.881809
H: 5.889131 -2.658202 0.220012
H: 7.241033 -1.511038 0.237167
H: 5.850093 -0.959866 2.137891
H: 4.909220 1.367380 1.691838
H: 5.012389 0.986486 -0.068457
H: 6.453698 1.190460 1.030927
H: 4.363978 -2.107916 0.787514
C: -0.103925 -3.616312 -5.788605
C: 1.287198 -3.298555 -5.187665
C: 1.464586 -1.805242 -4.667907
O: 1.416209 -4.082594 -4.072080
H: -0.438934 -2.963566 -6.594694
H: -0.809063 -3.372243 -4.994060
H: -0.139272 -4.689933 -5.973551
H: 2.008150 -3.518096 -5.975154
H: 2.513837 -1.720536 -4.385109
H: 0.750725 -1.589338 -3.872978
H: 1.200895 -1.062697 -5.421024
H: 1.106617 -4.964834 -4.289760
C: -4.159490 -5.110737 4.975864
C: -2.722483 -4.962337 4.745723
C: -2.180589 -5.693880 3.496785
O: -2.474510 -3.598462 4.826664
H: -4.449546 -4.659178 5.924584
H: -4.508254 -6.138415 5.077559
H: -4.736702 -4.695382 4.149793
H: -2.344268 -5.516715 5.604639
H: -1.104855 -5.521396 3.462891
H: -2.661509 -5.302571 2.600294
H: -2.357117 -6.754874 3.673539
H: -2.916593 -3.201946 4.072397

Cartesian forces (eV/Å) of the 3 atoms listed first:
O -0.220 0.772 -0.491
H -1.148 -0.528 -0.331
H 0.662 -0.663 -0.365


C24H20BrClF4IN3O4Ti | ωB97M-V/def2-TZVPD

Computed properties:
- Kohn-Sham gap (alpha / beta): 3.3 / 6.3 eV
- Max |F|: 1.22 eV/A
- 2S+1: 3
- Energy above the lowest of the compared OMol25 structures with the same formula, charge and spin: 18.5 kcal per mole
- Net charge: -2
- Energy: -5972.7596 a.u.

Cartesian coordinates (Å):
Ti: 0.530154 0.234019 -0.250593
C: -0.317901 -3.901097 -0.000512
N: -1.076461 -2.675955 -0.077990
C: -2.236399 -2.813234 -0.917518
C: -1.351684 -2.154553 1.245804
C: -2.164135 -0.861755 1.271137
N: -1.674525 0.143141 0.344374
C: -2.502482 1.120027 0.002527
C: -2.071989 2.039470 -0.999689
F: -0.822895 1.853672 -1.496386
C: -2.821758 3.077254 -1.485222
F: -2.304268 3.857198 -2.454037
C: -4.100804 3.344655 -1.011381
C: -4.537318 2.506923 -0.004460
F: -5.758651 2.731261 0.542694
C: -3.797931 1.459296 0.502805
F: -4.347896 0.802769 1.561071
H: -0.900078 -4.721829 0.466833
H: 0.584823 -3.745941 0.589597
H: -0.014571 -4.217349 -0.999332
H: -2.982305 -3.524986 -0.504430
H: -1.928750 -3.174072 -1.900442
H: -2.718592 -1.845729 -1.056247
H: -0.390782 -2.010702 1.742794
H: -1.919289 -2.895211 1.856371
H: -2.135235 -0.506802 2.313135
H: -3.211912 -1.102021 1.053944
H: -4.698551 4.156002 -1.386648
O: 2.197308 -0.844619 3.318934
C: 1.864498 -0.785058 2.124854
O: 0.983493 0.136768 1.686896
C: 2.323691 -1.655459 1.077589
C: 3.308762 -2.688624 1.144443
C: 3.599282 -3.367901 -0.006984
C: 2.967198 -3.087309 -1.248958
C: 2.024000 -2.052856 -1.222761
N: 1.753851 -1.408365 -0.135415
C: 1.179898 -1.572335 -2.384627
O: 1.181332 -2.122337 -3.474410
O: 0.444319 -0.545741 -2.063643
H: 3.790309 -2.897496 2.087844
H: 4.349350 -4.154340 0.029800
H: 3.173386 -3.608227 -2.169064
Cl: 2.267294 2.457968 -2.228014
C: 2.372866 1.419001 -0.671074
H: 2.648307 2.162199 0.088010
H: 3.255392 0.797920 -0.869065
Br: 1.571714 6.641204 1.907559
C: 2.186093 5.023866 2.696711
C: 3.351033 5.095857 3.449369
C: 3.845806 3.951753 4.047668
C: 3.172812 2.736763 3.896833
C: 2.011143 2.669588 3.147537
C: 1.505227 3.816559 2.531261
I: -0.241833 3.598205 1.430005
H: 3.859301 6.043782 3.555599
H: 4.757954 4.013710 4.628655
H: 3.535400 1.823343 4.347552
H: 1.495056 1.723575 3.018256

Cartesian forces (eV/Å) of the 3 atoms listed first:
Ti -0.523 0.669 0.022
C -0.017 -0.040 -0.020
N 0.038 0.063 0.056


C25H41Cl3MnN3O3SSi | ωB97M-V/def2-TZVPD

Computed properties:
- Kohn-Sham gap (alpha / beta): 6.5 / 7.5 eV
- Max |F|: 2.58 eV/A
- 2S+1: 5
- Energy above the lowest of the compared OMol25 structures with the same formula, charge and spin: 8.2 kcal per mole
- Energy: -4586.6192 a.u.

Cartesian coordinates (Å):
C: 1.609725 -1.413748 -3.384337
C: 1.158470 -0.003877 -3.188161
H: 1.334000 -1.822072 -4.359372
H: 1.180024 -2.035003 -2.587034
H: 2.702460 -1.484148 -3.272959
C: 0.638542 0.799748 -4.130768
C: 0.436983 0.424773 -5.563560
H: 0.399134 1.841100 -3.889049
H: 0.566685 -0.651331 -5.730050
H: 1.127615 0.970035 -6.225054
H: -0.575793 0.704783 -5.882090
Mn: 0.437180 -0.997067 0.856696
Cl: 2.528521 -0.209515 1.232214
Cl: -0.570593 -2.937780 0.431485
C: 0.419704 2.441176 1.600454
O: -0.408941 1.512185 1.629336
N: 0.174946 3.699485 2.016686
C: -1.146388 4.087562 2.490065
C: 1.192896 4.739703 1.924709
H: 1.446606 2.285241 1.224069
H: -1.793440 3.207651 2.532087
H: -1.583788 4.842919 1.820722
H: -1.058453 4.537253 3.488404
H: 2.144961 4.282606 1.630998
H: 1.311177 5.242320 2.895479
H: 0.916651 5.495598 1.173952
H: -1.462930 -1.299075 -2.644799
H: -2.224615 1.272171 -3.077884
C: -2.351038 -1.363118 -2.001381
C: -3.083965 0.930030 -2.483526
N: -2.656670 -0.041325 -1.490019
H: -2.141990 -2.055570 -1.179525
C: -2.706395 0.267090 -0.165051
O: -2.401689 -0.482827 0.766169
H: -3.530617 1.789445 -1.967330
H: -3.069776 1.306418 0.003990
H: -3.187373 -1.723391 -2.619332
H: -3.816702 0.479449 -3.166794
O: 0.418951 -0.352283 -1.035082
C: 1.309069 0.439881 -1.729871
C: -0.118092 2.567669 -1.484883
C: 1.131635 1.956444 -1.510154
H: -1.009409 1.928669 -1.431014
C: -0.212967 3.962905 -1.572854
H: 2.343413 0.175551 -1.435225
C: 2.285577 2.741018 -1.467220
H: -1.196646 4.433364 -1.616626
C: 0.945550 4.744791 -1.613108
C: 2.196235 4.131095 -1.535390
H: 3.254982 2.241958 -1.423288
H: 0.870935 5.833177 -1.687732
H: 3.104311 4.733644 -1.539993
Si: 0.541753 -5.919508 0.078401
Cl: 1.003707 -4.674425 -1.575645
C: -1.282831 -6.043195 0.511391
C: 1.649214 -5.373661 1.489561
C: 1.059044 -7.696055 -0.346588
H: -1.830702 -5.105017 0.367463
H: -1.381784 -6.330447 1.569025
H: -1.755800 -6.832094 -0.089331
H: 0.326006 -8.141771 -1.032785
H: 1.098343 -8.311165 0.566259
H: 2.050054 -7.707636 -0.819174
H: 1.467161 -4.330874 1.784385
H: 2.701817 -5.497320 1.188123
H: 1.461094 -6.033773 2.351787
S: 0.141756 -1.694070 3.105146
C: -0.099562 -0.278997 3.995388
N: -1.390172 0.145347 4.190591
C: -1.682600 1.239590 4.951628
C: -0.657148 1.979504 5.510555
C: 0.674118 1.613197 5.263782
C: 0.948762 0.475494 4.518705
H: -2.132388 -0.345694 3.688754
H: -2.741839 1.457016 5.071368
H: -0.897160 2.854494 6.113732
H: 1.494066 2.213206 5.658204
H: 1.956407 0.161071 4.262290

Cartesian forces (eV/Å) of the 3 atoms listed first:
C 0.021 -0.325 0.098
C -0.265 1.041 -0.237
H 0.076 -0.014 0.212